# 1
4 unconnected molecules or ions with the total composition C3H14O3S. Source: the OMol25 dataset; level of theory: the ωB97M-V functional and the def2-TZVPD basis.

Geometry as ORCA input:
```
! RIJCOSX wB97M-V def2-TZVPD def2/J DEFGRID3
* xyz 0 1
C -0.714 -1.743 0.460
C -0.621 -0.189 0.308
S -0.341 0.155 -1.433
C 0.335 1.870 -1.333
H -1.722 -2.035 0.193
H -0.422 -2.011 1.468
H -0.070 -2.182 -0.300
H 0.074 0.234 1.040
H -1.552 0.275 0.652
H 1.292 1.845 -1.840
H -0.256 2.554 -1.947
H 0.351 2.180 -0.297
O -4.425 1.209 2.386
H -5.138 0.665 2.707
H -4.375 1.970 2.955
O 3.107 0.466 1.213
H 2.727 0.078 0.412
H 3.377 1.335 0.819
O 2.880 -1.974 -0.784
H 2.986 -2.660 -1.462
H 1.931 -1.928 -0.608
*
```

Summary:
**ΔE to the lowest compared entry with this formula, charge and spin**: 0.961 eV
**Frontier orbital gap**: 9.2718 eV
**E_LUMO**: 0.742 eV
**HOMO**: -8.53 eV
**SMILES string**: CCSC.O.O.O

These are the Mulliken partial charges, in e, on atoms 1 to 2: number 1, C, carries -1.200; number 2, C, carries -0.464



# 2
C5H7N in the gas phase. Source: the OMol25 dataset; level of theory: the ωB97M-V functional and the def2-TZVPD basis.

Geometry as ORCA input:
```
! RIJCOSX wB97M-V def2-TZVPD def2/J DEFGRID3
* xyz 0 1
C 0.881 -1.082 -1.414
C -0.087 -0.573 -0.402
C -0.237 -1.159 0.865
C -0.422 -0.083 1.677
C -0.474 1.213 0.912
N -0.548 0.711 -0.465
H 0.461 -1.385 -2.376
H 1.397 -1.929 -0.951
H 1.591 -0.265 -1.585
H -0.560 -0.115 2.753
H -1.274 1.895 1.214
H 0.472 1.780 0.948
H -1.211 1.080 -1.127
*
```

Summary:
**ΔE to the lowest compared entry with this formula, charge and spin**: 3.754 eV
**Frontier orbital gap**: 7.7120 eV
**E_LUMO**: 0.064 eV
**HOMO**: -7.65 eV
**SMILES string**: CC1=C=CCN1

These are the Mulliken partial charges, in e, on atoms 1 to 2: number 1, C, carries -1.020; number 2, C, carries 0.518



# 3
A molecular structure, C41H44BrN2P2PdSi2. Source: the OMol25 dataset; level of theory: the ωB97M-V functional and the def2-TZVPD basis.

Geometry as ORCA input:
```
! RIJCOSX wB97M-V def2-TZVPD def2/J DEFGRID3
* xyz -1 3
Pd -1.148 -0.050 -0.193
C -3.012 -0.435 3.449
Si -1.209 0.026 3.598
C -0.483 -1.030 4.975
C -1.103 1.805 4.175
N -0.466 -0.208 2.096
P 1.025 -0.183 1.545
C 1.043 0.322 -0.068
P 1.184 -0.287 -1.628
N -0.254 -0.637 -2.243
Si -1.097 -0.386 -3.698
C -2.131 1.174 -3.731
C -2.265 -1.826 -3.952
C 0.050 -0.338 -5.189
C 2.196 -1.770 -2.028
C 2.818 -1.919 -3.269
C 3.407 -3.124 -3.632
C 3.376 -4.207 -2.767
C 2.733 -4.082 -1.544
C 2.144 -2.879 -1.186
C 2.016 1.080 -2.543
C 1.224 2.192 -2.841
C 1.768 3.320 -3.429
C 3.128 3.371 -3.720
C 3.933 2.290 -3.398
C 3.379 1.155 -2.810
C 2.041 1.000 2.521
C 2.593 0.691 3.762
C 3.222 1.668 4.526
C 3.296 2.972 4.057
C 2.750 3.290 2.819
C 2.132 2.311 2.056
C 1.818 -1.786 1.923
C 3.197 -1.965 1.889
C 3.757 -3.216 2.111
C 2.938 -4.306 2.372
C 1.559 -4.138 2.414
C 1.003 -2.885 2.196
H -3.553 -0.270 4.386
H -3.112 -1.490 3.175
H -3.491 0.159 2.667
H -1.086 -0.912 5.882
H 0.541 -0.730 5.218
H -0.469 -2.091 4.712
H -1.700 1.971 5.078
H -1.468 2.475 3.392
H -0.066 2.077 4.396
H -2.554 1.375 -2.742
H -2.956 1.083 -4.445
H -1.531 2.041 -4.024
H -3.124 -1.767 -3.279
H -1.739 -2.761 -3.743
H -2.638 -1.858 -4.980
H 0.764 0.487 -5.123
H -0.531 -0.211 -6.108
H 0.615 -1.272 -5.273
H 2.821 -1.101 -3.977
H 3.884 -3.216 -4.601
H 3.834 -5.147 -3.052
H 2.683 -4.924 -0.863
H 1.625 -2.804 -0.244
H 0.169 2.167 -2.591
H 1.133 4.167 -3.656
H 3.557 4.253 -4.180
H 4.997 2.326 -3.597
H 4.031 0.336 -2.537
H 2.531 -0.322 4.144
H 3.648 1.410 5.488
H 3.780 3.736 4.651
H 2.808 4.306 2.446
H 1.718 2.538 1.080
H 3.840 -1.120 1.665
H 4.832 -3.341 2.075
H 3.374 -5.283 2.545
H 0.915 -4.985 2.617
H -0.070 -2.737 2.228
Br -3.206 -1.790 -0.162
C -4.511 -0.411 -0.065
C -5.819 -0.788 -0.104
C -6.821 0.205 -0.005
C -6.471 1.513 0.141
C -5.108 1.908 0.187
C -4.751 3.268 0.360
C -3.436 3.624 0.418
C -2.419 2.648 0.287
C -2.692 1.315 0.102
C -4.074 0.937 0.067
H -6.084 -1.832 -0.203
H -7.863 -0.088 -0.037
H -7.234 2.278 0.230
H -5.537 4.009 0.449
H -3.165 4.665 0.559
H -1.383 2.968 0.334
*
```

Summary:
**ΔE to the lowest compared entry with this formula, charge and spin**: 0.142 eV
**Frontier orbital gap (spin up / spin down)**: 6.2493 / 7.0554 eV
**E_LUMO (spin up / spin down)**: 2.630 / 2.608 eV
**HOMO (spin up / spin down)**: -3.62 / -4.45 eV
**Expectation value of S²**: 2.0095

These are the Mulliken partial charges, in e, on atoms 1 to 2: number 1, Pd, carries -0.884; number 2, C, carries -0.837



# 4
7 unconnected molecules or ions with the total composition C15H45ClN3O10. Source: the OMol25 dataset; level of theory: the ωB97M-V functional and the def2-TZVPD basis.

Geometry as ORCA input:
```
! RIJCOSX wB97M-V def2-TZVPD def2/J DEFGRID3
* xyz -1 1
Cl -5.354 -31.475 3.398
O -6.449 -30.760 3.926
O -5.257 -32.660 4.171
O -5.690 -31.664 2.014
O -4.117 -30.678 3.433
C -6.483 -36.798 0.679
O -5.638 -36.633 1.823
H -7.371 -36.229 0.955
H -6.118 -36.496 -0.303
H -6.640 -37.864 0.516
H -6.068 -36.000 2.403
C -8.217 -32.737 -2.272
O -8.103 -32.938 -3.682
H -7.856 -31.751 -1.980
H -9.262 -32.723 -1.961
H -7.812 -33.596 -1.739
H -8.095 -32.071 -4.094
C -4.180 -26.258 6.548
O -2.826 -25.969 6.746
H -4.469 -25.543 5.778
H -4.422 -27.258 6.188
H -4.822 -26.127 7.419
H -2.682 -25.116 7.163
C 0.047 -26.170 2.625
C 1.120 -27.143 3.041
C 2.537 -26.582 3.498
O 3.267 -27.480 4.253
C 4.651 -26.919 4.328
N 0.713 -27.888 4.250
H 0.260 -25.693 1.669
H -0.190 -25.512 3.461
H -0.867 -26.763 2.582
H 1.155 -27.990 2.355
H 2.396 -25.624 3.997
H 3.173 -26.256 2.675
H 5.195 -27.403 5.139
H 4.696 -25.863 4.595
H 5.306 -27.050 3.466
H 0.324 -27.128 4.791
H -0.170 -28.297 3.979
C -0.720 -34.997 4.796
C -0.243 -34.149 3.664
C -0.986 -34.218 2.292
O -0.391 -33.270 1.337
C -0.830 -33.500 0.019
N -0.355 -32.739 4.127
H -0.895 -36.036 4.518
H -1.731 -34.646 5.004
H -0.147 -34.919 5.721
H 0.797 -34.371 3.424
H -2.013 -33.904 2.478
H -0.917 -35.189 1.802
H -1.898 -33.575 -0.188
H -0.291 -34.367 -0.363
H -0.389 -32.658 -0.515
H -0.569 -32.434 3.188
H -1.293 -32.813 4.495
C -10.963 -33.417 3.306
C -11.420 -33.015 4.756
C -10.832 -34.076 5.777
O -11.320 -33.627 7.006
C -10.621 -34.284 8.103
N -10.896 -31.689 5.015
H -11.357 -32.625 2.670
H -11.482 -34.346 3.070
H -9.874 -33.461 3.314
H -12.500 -33.113 4.870
H -9.746 -34.142 5.712
H -11.247 -35.040 5.482
H -11.115 -34.428 9.064
H -9.713 -33.687 8.187
H -10.449 -35.345 7.924
H -9.917 -31.868 4.840
H -10.907 -31.486 6.005
*
```

Summary:
**ΔE to the lowest compared entry with this formula, charge and spin**: 3.114 eV
**Frontier orbital gap**: 8.3771 eV
**E_LUMO**: 2.546 eV
**HOMO**: -5.83 eV

These are the Mulliken partial charges, in e, on atoms 1 to 2: number 1, Cl, carries 1.639; number 2, O, carries -0.694



# 5
2 unconnected molecules or ions with the total composition CH6O2. Source: the OMol25 dataset; level of theory: the ωB97M-V functional and the def2-TZVPD basis.

Geometry as ORCA input:
```
! RIJCOSX wB97M-V def2-TZVPD def2/J DEFGRID3
* xyz 0 1
C -1.600 0.234 -0.008
O -0.640 -0.817 -0.113
H -2.597 -0.280 -0.202
H -1.694 0.616 1.013
H -1.586 1.029 -0.721
H 0.289 -0.427 0.238
O 2.271 0.039 -0.014
H 2.780 -0.515 0.617
H 2.776 0.119 -0.810
*
```

Summary:
**ΔE to the lowest compared entry with this formula, charge and spin**: 0.398 eV
**Frontier orbital gap**: 10.5624 eV
**E_LUMO**: 0.637 eV
**HOMO**: -9.93 eV
**SMILES string**: CO.O

These are the Mulliken partial charges, in e, on atoms 1 to 2: number 1, C, carries -0.532; number 2, O, carries -0.496



# 6
C21H27N3O3 in the gas phase. Source: the OMol25 dataset; level of theory: the ωB97M-V functional and the def2-TZVPD basis.

Geometry as ORCA input:
```
! RIJCOSX wB97M-V def2-TZVPD def2/J DEFGRID3
* xyz 0 1
C 5.569 -5.419 -1.485
O 4.380 -4.675 -1.508
C 4.182 -3.913 -0.340
C 2.893 -3.115 -0.496
C 2.582 -2.295 0.756
N 1.400 -1.486 0.583
C 1.460 -0.141 0.421
O 2.497 0.490 0.477
C 0.149 0.492 0.112
C 0.145 1.474 -0.832
N -0.978 2.075 -1.294
C -0.845 3.138 -2.273
C -0.279 4.426 -1.660
C -0.133 5.479 -2.755
C -1.183 4.930 -0.539
C -2.259 1.741 -0.867
O -3.246 2.280 -1.359
C -2.264 0.744 0.170
C -1.108 0.139 0.679
C -1.534 -0.711 1.747
C -0.883 -1.504 2.695
C -1.639 -2.187 3.620
C -3.034 -2.097 3.630
C -3.704 -1.301 2.730
C -2.948 -0.598 1.795
N -3.367 0.278 0.837
C -4.735 0.654 0.608
H 5.616 -5.961 -2.427
H 5.576 -6.133 -0.651
H 6.446 -4.766 -1.393
H 5.033 -3.231 -0.182
H 4.116 -4.578 0.537
H 2.996 -2.448 -1.353
H 2.077 -3.809 -0.705
H 3.401 -1.603 0.968
H 2.444 -2.961 1.616
H 0.526 -1.959 0.421
H 1.076 1.797 -1.274
H -0.199 2.793 -3.085
H -1.847 3.327 -2.666
H 0.711 4.210 -1.242
H -1.104 5.715 -3.183
H 0.293 6.392 -2.346
H 0.518 5.123 -3.551
H -2.194 5.084 -0.909
H -1.223 4.212 0.277
H -0.808 5.872 -0.146
H 0.194 -1.561 2.719
H -1.148 -2.801 4.360
H -3.592 -2.653 4.369
H -4.779 -1.215 2.752
H -5.326 -0.221 0.328
H -4.763 1.383 -0.199
H -5.162 1.094 1.512
*
```

Summary:
**ΔE to the lowest compared entry with this formula, charge and spin**: 1.986 eV
**Frontier orbital gap**: 8.0630 eV
**E_LUMO**: 0.407 eV
**HOMO**: -7.66 eV
**SMILES string**: COCCCNC(=O)c1cn(CC(C)C)c(=O)c2c1c1ccccc1n2C

These are the Mulliken partial charges, in e, on atoms 1 to 2: number 1, C, carries -0.721; number 2, O, carries -0.297



# 7
2 unconnected molecules or ions with the total composition C5H8N2O3. Source: the OMol25 dataset; level of theory: the ωB97M-V functional and the def2-TZVPD basis.

Geometry as ORCA input:
```
! RIJCOSX wB97M-V def2-TZVPD def2/J DEFGRID3
* xyz 0 1
O -1.141 -1.847 0.824
C -0.765 -0.708 0.675
N -0.328 0.325 1.808
C 0.712 0.879 0.944
C 0.323 -0.071 -0.217
C 1.418 -0.992 -0.787
O 1.378 -0.723 -2.202
C 0.408 0.166 -2.397
N -0.233 0.598 -1.386
H -0.305 0.356 2.820
H 0.560 1.932 0.666
H 1.725 0.686 1.319
H 2.419 -0.750 -0.413
H 1.210 -2.057 -0.630
H 0.284 0.517 -3.422
O -2.832 0.219 0.832
H -2.766 0.717 0.007
H -2.067 0.753 1.562
*
```

Summary:
**ΔE to the lowest compared entry with this formula, charge and spin**: 3.172 eV
**Frontier orbital gap**: 10.2786 eV
**E_LUMO**: 0.705 eV
**HOMO**: -9.57 eV
**SMILES string**: O=C1NC[C@@]12COC=N2.O

These are the Mulliken partial charges, in e, on atoms 1 to 2: number 1, O, carries -0.566; number 2, C, carries -0.193



# 8
A gas-phase ion, C3H4NO (charge +1). Source: the OMol25 dataset; level of theory: the ωB97M-V functional and the def2-TZVPD basis.

Geometry as ORCA input:
```
! RIJCOSX wB97M-V def2-TZVPD def2/J DEFGRID3
* xyz 1 1
C -0.104 0.662 0.614
C 0.295 -0.131 -0.339
C 1.761 -0.334 -0.980
N 2.669 -0.089 -0.190
O 3.446 0.125 0.591
H -1.248 0.617 0.773
H 0.401 1.307 1.386
H -0.442 -0.702 -0.958
H 1.765 -1.136 -1.764
*
```

Summary:
**ΔE to the lowest compared entry with this formula, charge and spin**: 4.115 eV
**Frontier orbital gap**: 8.2032 eV
**E_LUMO**: -7.566 eV
**HOMO**: -15.77 eV
**SMILES string**: C=CC=[N+]=O

These are the Mulliken partial charges, in e, on atoms 1 to 2: number 1, C, carries -0.522; number 2, C, carries 0.026